[1]
# C35H87N5O15S6

13 unconnected molecules or ions with the total composition C35H87N5O15S6 in a non-equilibrium geometry (wB97M-V/def2-TZVPD, OMol25).

Positions of all 148 atoms, in Å:
C (-4.6093, -30.1674, 30.8806)
S (-3.7269, -29.4163, 29.5082)
O (-3.4507, -30.5725, 28.6100)
C (-5.1232, -28.5220, 28.8115)
H (-4.8894, -29.3974, 31.6023)
H (-3.8836, -30.7925, 31.4011)
H (-5.4603, -30.7683, 30.5710)
H (-5.8104, -29.2436, 28.3677)
H (-4.8015, -27.8590, 28.0104)
H (-5.5953, -27.9658, 29.6173)
C (4.3441, -31.5170, 27.5442)
S (3.2586, -31.3030, 28.9590)
O (3.8145, -32.0209, 30.1197)
C (3.7102, -29.5665, 29.2703)
H (5.3965, -31.4472, 27.8281)
H (4.1228, -30.8252, 26.7338)
H (4.1956, -32.5417, 27.1984)
H (4.7973, -29.6500, 29.3365)
H (3.2602, -29.2618, 30.2071)
H (3.4980, -28.9561, 28.3965)
C (-1.2485, -29.8162, 26.3670)
S (0.5165, -29.8311, 26.0863)
O (1.1973, -30.0104, 27.4005)
C (0.5442, -31.3892, 25.2083)
H (-1.8682, -29.6550, 25.4890)
H (-1.5379, -29.0727, 27.1093)
H (-1.4932, -30.7342, 26.9139)
H (0.0580, -31.2160, 24.2467)
H (-0.0426, -32.1553, 25.7210)
H (1.5639, -31.7480, 25.1012)
C (1.1630, -26.5118, 28.1118)
S (0.0363, -25.2022, 27.5903)
O (0.5762, -24.5658, 26.3703)
C (-1.2579, -26.2838, 26.9959)
H (1.9263, -26.0254, 28.7159)
H (1.6184, -26.8630, 27.1829)
H (0.6950, -27.3227, 28.6641)
H (-1.9042, -25.8487, 26.2341)
H (-1.7857, -26.8073, 27.7904)
H (-0.7696, -27.0283, 26.3483)
C (3.3083, -36.0533, 28.3629)
S (2.7349, -35.8801, 30.0734)
O (3.8427, -35.1274, 30.6995)
C (1.4027, -34.7266, 29.6902)
H (3.7691, -35.0884, 28.1455)
H (2.5109, -36.3186, 27.6724)
H (4.1063, -36.7933, 28.3426)
H (0.9177, -35.0575, 28.7690)
H (1.7308, -33.6856, 29.5832)
H (0.6235, -34.7667, 30.4537)
C (-2.4521, -34.3051, 33.1722)
S (-1.2138, -35.6088, 33.1249)
O (-0.8512, -35.7457, 31.6921)
C (0.0438, -34.5364, 33.8797)
H (-2.7759, -34.1436, 34.2013)
H (-3.2695, -34.5014, 32.4811)
H (-2.0702, -33.3238, 32.8700)
H (-0.2526, -34.0862, 34.8227)
H (0.3424, -33.8213, 33.1113)
H (0.9355, -35.1447, 34.0563)
C (3.5458, -29.2923, 35.1020)
O (2.9739, -28.3958, 35.6922)
N (4.8697, -29.2968, 34.8258)
C (5.5001, -30.2977, 33.9849)
C (5.6667, -28.1092, 35.1170)
H (3.1185, -30.2956, 34.9281)
H (6.4230, -30.6495, 34.4457)
H (5.6628, -29.9210, 32.9753)
H (4.8660, -31.1869, 33.9465)
H (6.7130, -28.3691, 34.9455)
H (5.5059, -27.3075, 34.3910)
H (5.5021, -27.8243, 36.1503)
C (0.8632, -30.7044, 32.7953)
O (0.7583, -30.7144, 34.0123)
N (-0.1209, -30.3486, 31.9427)
C (0.0651, -30.4304, 30.5069)
C (-1.3715, -29.9901, 32.5422)
H (1.7485, -31.1363, 32.2950)
H (1.0575, -30.8337, 30.3272)
H (-0.0340, -29.4365, 30.0693)
H (-0.6447, -31.1243, 30.0625)
H (-1.1681, -29.4587, 33.4702)
H (-2.0054, -29.3152, 31.9639)
H (-2.0399, -30.8236, 32.7805)
C (0.3364, -30.9840, 39.7627)
O (-0.2356, -32.0526, 39.8440)
N (0.7758, -30.4314, 38.6109)
C (1.5675, -29.2296, 38.5869)
C (0.5240, -31.0524, 37.3327)
H (0.6063, -30.4180, 40.6684)
H (2.5053, -29.4193, 38.0612)
H (1.8518, -28.8873, 39.5828)
H (1.0528, -28.4031, 38.0920)
H (1.4785, -31.3420, 36.8757)
H (-0.0657, -31.9549, 37.4500)
H (0.0938, -30.3438, 36.6251)
C (-3.8040, -33.3023, 27.9193)
O (-4.4518, -33.5139, 26.9146)
N (-2.4797, -33.5616, 28.0473)
C (-1.8698, -33.4806, 29.3672)
C (-1.7755, -34.3475, 27.0736)
H (-4.2674, -32.9131, 28.8337)
H (-1.9891, -34.4125, 29.9202)
H (-2.3037, -32.6664, 29.9497)
H (-0.8245, -33.2001, 29.2269)
H (-1.4210, -35.3272, 27.4158)
H (-2.2473, -34.3962, 26.1013)
H (-0.7957, -33.8470, 26.9325)
C (-3.0685, -31.1376, 35.2770)
O (-3.6823, -31.6329, 34.3427)
N (-3.4355, -30.0867, 36.0227)
C (-2.9203, -29.8727, 37.3561)
C (-4.5520, -29.2651, 35.6024)
H (-2.0831, -31.5517, 35.5532)
H (-2.1654, -29.0913, 37.5093)
H (-2.4429, -30.8052, 37.6626)
H (-3.6680, -29.5930, 38.1000)
H (-4.3957, -28.8480, 34.6049)
H (-5.4484, -29.8918, 35.5915)
H (-4.7259, -28.4136, 36.2534)
O (-0.5174, -25.2286, 35.9629)
C (-0.6534, -26.3711, 36.2949)
O (-1.1151, -26.7492, 37.5068)
C (-1.4522, -25.6956, 38.4353)
C (-2.1588, -26.3533, 39.5886)
C (-0.4840, -27.5840, 35.4420)
H (-2.0893, -24.9797, 37.9199)
H (-0.5050, -25.2607, 38.7541)
H (-1.4868, -26.9724, 40.1851)
H (-2.9010, -27.0537, 39.1918)
H (-2.6781, -25.6573, 40.2435)
H (0.4921, -27.4998, 34.9577)
H (-1.2380, -27.6185, 34.6580)
H (-0.4443, -28.4975, 36.0230)
O (-3.1340, -25.9370, 33.7083)
C (-4.2416, -25.9585, 33.2482)
O (-5.3485, -25.5482, 33.8711)
C (-5.1838, -24.9683, 35.1680)
C (-5.3386, -23.4626, 35.1430)
C (-4.5145, -26.5887, 31.9085)
H (-4.2460, -25.3113, 35.6012)
H (-5.9639, -25.4077, 35.7944)
H (-4.4405, -22.9810, 34.7663)
H (-5.6233, -23.1056, 36.1328)
H (-6.2104, -23.2158, 34.5323)
H (-3.7562, -27.3401, 31.6763)
H (-4.1926, -25.8036, 31.2068)
H (-5.4746, -26.9992, 31.6182)

Calculated values
Orbital gap, eV: 8.5
E_LUMO, eV: 0.09
Calculated total energy, hartree: -5177.081965
Energy relative to the best compared isomer or geometry (same formula, charge and spin), kJ/mol: 0.00
M, g mol⁻¹: 1010.5
E_HOMO, eV: -8.42



[2]
# C35H88CuF6NO37S13

A molecular structure, C35H88CuF6NO37S13 in a non-equilibrium geometry (wB97M-V/def2-TZVPD, OMol25).

Positions of all 181 atoms, in Å:
Cu (1.6750, 2.3348, 0.7159)
C (-0.2371, 0.7841, -2.8358)
F (-0.8454, -0.1873, -3.5847)
F (0.6873, 1.3788, -3.6093)
F (-1.1699, 1.6417, -2.3760)
S (0.6666, -0.0538, -1.3159)
O (0.3285, -1.4667, -1.2689)
O (2.0909, 0.2158, -1.6523)
N (0.2971, 0.9688, 0.1143)
S (-1.1285, 0.4622, 0.6127)
O (-1.7932, 1.4803, 1.4380)
O (-1.9842, -0.1098, -0.3968)
C (-0.6101, -0.9646, 1.9145)
F (0.0187, -1.9649, 1.3163)
F (0.2059, -0.4466, 2.8590)
F (-1.6841, -1.3946, 2.5531)
O (6.5129, 1.6076, 0.2243)
S (5.2227, 1.2394, -0.3374)
O (3.9079, 1.7112, 0.1380)
O (5.1988, 1.4971, -1.9636)
C (6.4063, 1.3449, -2.7598)
C (6.9460, 2.6205, -3.4469)
C (5.1831, -0.6371, -0.3502)
H (6.0089, 0.5805, -3.4275)
H (7.1925, 0.9787, -2.0996)
H (7.8087, 2.4675, -4.0952)
H (7.2806, 3.2661, -2.6349)
H (6.1691, 3.0889, -4.0512)
H (4.9465, -1.0613, 0.6257)
H (6.1498, -0.9646, -0.7329)
H (4.3745, -0.9389, -1.0159)
O (2.2244, -3.2419, -8.4905)
S (1.3187, -2.0943, -8.5208)
O (1.1523, -1.4237, -9.8054)
O (-0.1534, -2.6413, -7.9865)
C (-1.2479, -1.7326, -8.0275)
C (-2.0053, -1.9040, -6.6928)
C (1.8047, -0.8060, -7.1670)
H (-1.9206, -2.0659, -8.8177)
H (-1.0635, -0.6655, -8.1518)
H (-1.6099, -1.2960, -5.8792)
H (-1.9294, -2.9681, -6.4690)
H (-3.0849, -1.7553, -6.6724)
H (2.3025, -1.2521, -6.3060)
H (0.8925, -0.3933, -6.7360)
H (2.3162, -0.0389, -7.7482)
O (2.0603, 3.4583, -1.3202)
S (2.0361, 4.4079, -2.4802)
O (0.9687, 4.3403, -3.4622)
O (2.2419, 5.9645, -1.9193)
C (2.0217, 7.0396, -2.8013)
C (2.3827, 8.2272, -2.0050)
C (3.6948, 4.1483, -3.3646)
H (0.9992, 7.1678, -3.1566)
H (2.7123, 6.8985, -3.6327)
H (2.4569, 9.0737, -2.6877)
H (3.2868, 8.0704, -1.4168)
H (1.5610, 8.5660, -1.3741)
H (3.9721, 5.0899, -3.8387)
H (3.5879, 3.2666, -3.9965)
H (4.3087, 3.9980, -2.4766)
O (-6.6219, -1.0270, 2.3741)
S (-5.9976, -0.7853, 1.0528)
O (-4.8545, 0.1816, 1.0273)
O (-5.5101, -2.3164, 0.4885)
C (-4.7576, -2.4212, -0.7497)
C (-3.4780, -3.2791, -0.3942)
C (-7.2604, -0.3732, -0.2183)
H (-4.4144, -1.4675, -1.1507)
H (-5.3247, -2.9228, -1.5339)
H (-2.7082, -3.3210, -1.1647)
H (-3.7068, -4.3429, -0.3305)
H (-3.0076, -2.9426, 0.5297)
H (-7.9685, 0.4013, 0.0764)
H (-7.8146, -1.2745, -0.4806)
H (-6.6746, 0.0046, -1.0563)
O (0.0894, 3.8889, 0.3357)
S (-0.6428, 5.1316, 0.3620)
O (0.0760, 6.3594, 0.7328)
O (-1.4237, 5.2694, -1.0623)
C (-2.0316, 6.4669, -1.5618)
C (-2.3736, 6.3583, -3.0587)
C (-2.1459, 4.9463, 1.4026)
H (-1.3691, 7.2944, -1.3083)
H (-2.9411, 6.5721, -0.9703)
H (-3.1212, 5.6140, -3.3330)
H (-1.4375, 6.3373, -3.6168)
H (-2.9295, 7.2467, -3.3584)
H (-3.0691, 5.3198, 0.9595)
H (-1.9800, 5.4966, 2.3287)
H (-2.1737, 3.8983, 1.7009)
O (3.8616, -1.2012, 2.6635)
S (3.5629, 0.1624, 3.0951)
O (2.7317, 1.0200, 2.2892)
O (2.8404, 0.0071, 4.5984)
C (3.4237, -0.8640, 5.6177)
C (3.6327, 0.0342, 6.8678)
C (5.1213, 1.0206, 3.5503)
H (4.4091, -1.1697, 5.2661)
H (2.7821, -1.7247, 5.8062)
H (4.5755, 0.5638, 6.7309)
H (3.6416, -0.4631, 7.8377)
H (2.8097, 0.7212, 7.0647)
H (5.7315, 0.5236, 4.3045)
H (4.8492, 1.9685, 4.0145)
H (5.7721, 1.1643, 2.6878)
O (3.4431, -5.6088, 2.8436)
S (2.1881, -6.0877, 3.4745)
O (1.6292, -5.4006, 4.6052)
O (0.9865, -6.0495, 2.3522)
C (-0.3615, -6.2923, 2.7948)
C (-1.3186, -5.3415, 1.9481)
C (2.2684, -7.9222, 3.7196)
H (-0.5274, -6.1364, 3.8607)
H (-0.7108, -7.3238, 2.7509)
H (-0.9698, -4.3189, 2.0924)
H (-2.3251, -5.4830, 2.3416)
H (-1.3327, -5.6133, 0.8926)
H (2.9298, -8.0672, 4.5737)
H (2.7961, -8.2933, 2.8410)
H (1.2436, -8.2894, 3.7737)
O (-3.6690, -2.1388, 8.3683)
S (-3.1494, -3.4238, 7.9223)
O (-3.7607, -4.1217, 6.7619)
O (-1.4956, -3.3126, 7.7534)
C (-0.9755, -2.6700, 6.6597)
C (-1.1099, -3.4638, 5.3313)
C (-3.0066, -4.5649, 9.3719)
H (0.0667, -2.4169, 6.8543)
H (-1.4135, -1.6788, 6.5420)
H (-0.4989, -3.0133, 4.5491)
H (-2.1637, -3.5613, 5.0703)
H (-0.5788, -4.4101, 5.4350)
H (-3.9461, -4.5251, 9.9232)
H (-2.2588, -4.1251, 10.0318)
H (-2.6134, -5.5315, 9.0569)
O (-4.9873, 4.2690, 2.7397)
S (-5.3781, 4.2776, 4.1402)
O (-6.7027, 3.9047, 4.6368)
O (-4.2638, 3.3425, 4.9987)
C (-4.6419, 1.9598, 5.3024)
C (-3.8348, 0.9645, 4.4569)
C (-5.0719, 5.9578, 4.8684)
H (-5.7174, 1.7834, 5.3177)
H (-4.3193, 1.9659, 6.3435)
H (-2.7737, 1.2112, 4.4902)
H (-3.9779, 1.0567, 3.3802)
H (-3.8825, -0.0845, 4.7491)
H (-6.0675, 6.3979, 4.8119)
H (-4.2633, 6.4538, 4.3315)
H (-4.9036, 5.7725, 5.9292)
O (7.1453, -3.9005, -1.1077)
S (6.0612, -4.8891, -1.0819)
O (6.0833, -6.0653, -0.1804)
O (4.6470, -4.1072, -0.8018)
C (3.5075, -4.9590, -0.6776)
C (2.3288, -4.0583, -0.6890)
C (5.7152, -5.5178, -2.7896)
H (3.4018, -5.5394, 0.2389)
H (3.4059, -5.6058, -1.5490)
H (2.2557, -3.3254, 0.1145)
H (1.3802, -4.5923, -0.7441)
H (2.3570, -3.4776, -1.6110)
H (5.1732, -4.7231, -3.3023)
H (5.2282, -6.4929, -2.7844)
H (6.7223, -5.5689, -3.2034)
O (-1.1933, 1.8860, -7.4390)
S (-2.3457, 2.3164, -6.5941)
O (-3.5252, 2.9220, -7.2715)
O (-2.8432, 1.0563, -5.6804)
C (-4.0808, 1.2328, -5.0092)
C (-4.8087, -0.0663, -4.5513)
C (-1.7841, 3.3597, -5.3158)
H (-4.7990, 1.7348, -5.6574)
H (-4.0781, 1.8173, -4.0892)
H (-4.6803, -0.7787, -5.3662)
H (-5.8664, 0.0975, -4.3451)
H (-4.3226, -0.5156, -3.6853)
H (-1.3560, 4.2379, -5.7991)
H (-0.8904, 2.9604, -4.8364)
H (-2.7045, 3.5214, -4.7546)

Calculated values
2S+1: 2
Orbital gap (alpha / beta), eV: 8.7 / 5.0
E_LUMO (alpha / beta), eV: -3.44 / -7.13
Calculated total energy, hartree: -11640.432318
Energy relative to the best compared isomer or geometry (same formula, charge and spin), kJ/mol: 0.00
Net charge: +1
M, g mol⁻¹: 1709.5
E_HOMO (alpha / beta), eV: -12.11 / -12.11